The following is a quantum chemistry calculation of 3 unconnected molecules or ions with the total composition C8H16N2O8, from OMol25.

Positions of all 34 atoms, in Å:
1 O -5.354333 3.311477 -4.823892
2 C -5.053994 2.695263 -3.764112
3 O -5.662635 2.930912 -2.457104
4 C -5.142868 1.838341 -1.622132
5 O -5.778976 0.674733 -2.201712
6 C -3.651357 1.839552 -2.212816
7 C -2.585240 0.739619 -1.744008
8 O -1.935832 1.027217 -0.479438
9 O -2.823346 1.425505 0.463262
10 O -4.021421 1.675123 -3.632930
11 H -5.264963 1.972672 -0.478380
12 H -5.409831 -0.144185 -1.780655
13 H -3.146951 2.883635 -2.258478
14 H -1.741253 0.745673 -2.540571
15 H -3.001562 -0.346482 -1.771196
16 H -2.748811 0.877801 1.279727
17 C 1.706815 -1.052080 0.654679
18 C 0.848789 -1.001025 1.886937
19 N -0.329575 -0.331327 1.766024
20 O 1.170692 -1.522178 2.943146
21 H 1.862025 -2.095004 0.372097
22 H 2.669239 -0.583891 0.872407
23 H 1.245112 -0.527571 -0.184650
24 H -0.635852 0.113736 0.914758
25 H -0.922409 -0.283921 2.581184
26 C 7.225439 -2.117655 1.705675
27 C 5.898510 -1.412224 1.760262
28 N 5.002824 -1.896144 2.660956
29 O 5.621180 -0.460264 1.047733
30 H 8.017906 -1.403855 1.937826
31 H 7.375289 -2.516921 0.700896
32 H 7.277164 -2.941792 2.420395
33 H 5.185824 -2.676884 3.268438
34 H 4.104402 -1.437857 2.715669

Atomic forces in eV per Å
O 1.508 -3.327 5.619
C -0.677 1.335 -2.601
O 1.431 -1.568 -1.603
C 1.108 -0.096 -1.377
O 0.510 -0.123 2.222
C 0.594 0.357 0.059
C -0.398 -0.702 -1.554
O 1.696 -0.913 -2.507
O -2.600 1.042 2.072
O -1.417 2.679 0.475
H -0.040 0.096 -2.216
H -0.503 1.083 -0.444
H -0.793 -1.680 1.132
H -1.259 0.111 1.581
H 0.349 1.829 0.270
H 0.404 -0.095 -1.122
C -0.060 0.134 -0.243
C -0.097 -0.112 0.413
N -0.353 0.102 0.036
O 0.124 0.091 -0.279
H 0.100 0.098 0.096
H 0.002 -0.135 -0.074
H 0.088 -0.037 0.040
H 0.241 -0.099 -0.008
H 0.208 -0.041 -0.025
C 0.127 -0.228 0.137
C -0.400 0.261 -0.007
N -0.143 0.037 0.045
O 0.152 -0.227 0.068
H -0.062 -0.052 -0.146
H 0.053 0.142 0.070
H 0.047 0.055 -0.073
H 0.029 0.135 -0.147
H 0.029 -0.151 0.091

Summary:
HOMO-LUMO gap = 9.750 eV
max |F| = 6.7 eV/A
LUMO level = -0.05 eV
net charge = 0
HOMO level = -9.80 eV
structure (SMILES) = O=C1O[C@@H](O)[C@@H](COO)O1.CC(N)=O.CC(N)=O

Results of the Löwdin charge analysis, in e, for atoms 1 through 5: atom 1 (O): 0.114, atom 2 (C): -0.331, atom 3 (O): 0.039, atom 4 (C): -0.238, atom 5 (O): -0.002